[1]
# C24H35F6N4O7PS2W

C24H35F6N4O7PS2W as an isolated structure in a non-equilibrium geometry (ωB97M-V/def2-TZVPD, the OMol25 dataset).

- HOMO (alpha / beta) (eV) = -13.87 / -14.71
- energy above the lowest of the compared OMol25 structures with the same formula, charge and spin (kcal per mole) = 29.2
- Kohn-Sham gap (alpha / beta) (hartree) = 0.2570 / 0.2715
- maximum force (eV/A) = 1.00

Geometry as ORCA input:
```
! wB97M-V def2-TZVPD RIJCOSX def2/J DEFGRID3
* xyz 2 3
W -0.2130 0.6067 0.1701
C 3.6467 0.7433 -1.8767
C 2.4501 1.3485 -1.2209
O 1.5903 0.5023 -0.8100
C 2.2883 2.7538 -1.0988
C 3.2225 3.6514 -1.6846
C 3.0056 4.9995 -1.6413
C 1.8449 5.4980 -1.0227
C 0.9152 4.6659 -0.4419
C 1.1381 3.2885 -0.4656
O 0.2615 2.4985 0.1202
H 3.5674 -0.3396 -1.8581
H 4.5587 1.0553 -1.3652
H 3.7236 1.0841 -2.9101
H 4.1028 3.2656 -2.1793
H 3.7099 5.6834 -2.0926
H 1.6757 6.5674 -1.0091
H 0.0117 5.0388 0.0204
F -2.2370 1.6718 -4.0422
C -2.2979 2.2243 -2.8456
F -3.0064 3.3306 -2.8861
F -1.0479 2.4994 -2.4298
S -3.1305 1.0072 -1.6665
O -1.9839 0.4612 -0.8305
O -3.6762 -0.0271 -2.4718
N -4.1843 1.7372 -0.8289
S -3.7400 2.9140 0.1764
O -4.7193 3.9330 0.2091
O -2.3436 3.2340 -0.0097
C -3.8549 2.0671 1.8542
F -4.8190 2.5980 2.5739
F -2.6792 2.2294 2.5071
F -4.0632 0.7557 1.7372
C 1.5985 -4.1729 -0.8434
C 1.5604 -2.6563 -0.6134
C 2.3584 -2.3144 0.6455
P -0.1234 -1.9106 -0.6747
C -1.3718 -2.8848 0.2699
C -2.0258 -4.0422 -0.4891
C -0.8414 -3.3718 1.6205
C -0.6539 -1.8783 -2.4368
C -0.4266 -3.1751 -3.2212
C -0.0259 -0.7280 -3.2268
H 2.6355 -4.4788 -0.9898
H 1.0335 -4.5016 -1.7115
H 1.2288 -4.7091 0.0295
H 2.0459 -2.1736 -1.4705
H 1.9864 -2.8709 1.5074
H 2.3449 -1.2538 0.8876
H 3.3986 -2.6104 0.5000
H -2.1522 -2.1386 0.4506
H -1.3077 -4.8187 -0.7541
H -2.5380 -3.7114 -1.3909
H -2.7751 -4.4979 0.1599
H -0.2518 -4.2811 1.5074
H -1.6854 -3.6197 2.2658
H -0.2130 -2.6485 2.1413
H -1.7322 -1.6980 -2.3673
H 0.6364 -3.3440 -3.4011
H -0.9027 -3.0668 -4.1967
H -0.8475 -4.0588 -2.7495
H 1.0321 -0.9154 -3.4244
H -0.1142 0.2436 -2.7480
H -0.5304 -0.6536 -4.1906
C -1.8858 -0.7273 4.4904
N -0.6036 -0.1978 3.9784
C 0.3929 0.1872 4.8368
C 1.5308 0.7729 4.4075
C 1.6757 1.0011 3.0058
N 0.7333 0.5214 2.1840
C -0.4039 -0.0054 2.6716
O -1.2657 -0.2658 1.7610
N 2.7029 1.6507 2.4923
H -2.3964 0.0560 5.0453
H -1.6811 -1.5832 5.1282
H -2.4908 -1.0290 3.6423
H 0.1929 0.0015 5.8835
H 2.2960 1.0799 5.1039
H 3.4196 2.0335 3.0885
H 2.7259 1.8989 1.5143
*
```

[2]
# C5H8NO

C5H8NO as an isolated structure in a non-equilibrium geometry (ωB97M-V/def2-TZVPD, the OMol25 dataset).

- HOMO (eV) = -15.97
- energy above the lowest of the compared OMol25 structures with the same formula, charge and spin (kcal per mole) = 36.1
- Kohn-Sham gap (hartree) = 0.3862
- maximum force (eV/A) = 5.82

Geometry as ORCA input:
```
! wB97M-V def2-TZVPD RIJCOSX def2/J DEFGRID3
* xyz 1 1
C -0.0380 0.8588 0.3553
C -0.1544 -1.0909 0.2069
C 0.9702 -0.2214 0.6254
C 2.1501 -0.2879 -0.3478
C -2.3794 0.4281 -0.1882
N -1.0409 0.1461 0.0230
O -0.4017 -2.2735 0.1202
H -0.0316 2.0326 0.4052
H 1.4130 -0.3276 1.6052
H 2.8232 0.5115 -0.1819
H 1.9428 -0.1930 -1.5103
H 2.7567 -1.2091 -0.3025
H -2.3299 1.4868 -0.4062
H -2.9385 0.2009 0.7455
H -2.7415 -0.0613 -1.1498
*
```

[3]
# C3H6N4O2

One molecule with the formula C3H6N4O2 in a non-equilibrium geometry (ωB97M-V/def2-TZVPD, the OMol25 dataset).

- HOMO (eV) = -8.39
- energy above the lowest of the compared OMol25 structures with the same formula, charge and spin (kcal per mole) = 120.2
- Kohn-Sham gap (hartree) = 0.3014
- maximum force (eV/A) = 6.33

Geometry as ORCA input:
```
! wB97M-V def2-TZVPD RIJCOSX def2/J DEFGRID3
* xyz 0 1
H -2.0163 1.3234 -1.0652
N -1.1358 1.8585 -1.5442
N -0.0518 1.3519 -1.2087
C -0.0073 0.1765 -0.5595
C -0.9988 -0.8405 -0.6220
N -1.2397 -1.6995 0.3892
O -0.9012 -1.6566 1.6668
C 1.1183 0.2002 0.2179
N 1.9163 1.4086 -0.0151
O 1.3920 -0.5280 1.2620
H -1.6087 -1.0572 -1.5109
H -1.9263 -2.4820 0.2348
H 0.0856 -1.1830 1.7757
H 1.7551 1.8178 -1.0202
H 2.6877 1.4048 0.5886
*
```

[4]
# C5H9NO

C5H9NO as an isolated structure (ωB97M-V/def2-TZVPD, the OMol25 dataset).

- HOMO (eV) = -7.68
- energy above the lowest of the compared OMol25 structures with the same formula, charge and spin (kcal per mole) = 130.7
- Kohn-Sham gap (hartree) = 0.3146
- maximum force (eV/A) = 0.34

Geometry as ORCA input:
```
! wB97M-V def2-TZVPD RIJCOSX def2/J DEFGRID3
* xyz 0 1
O -2.6467 -0.8173 0.4007
C -1.5894 -0.5019 -0.3594
C -0.8741 0.8046 -0.0452
C 0.5440 0.2615 -0.0061
C 1.5701 0.5679 -1.0254
N 1.6839 1.0983 0.3358
C 0.2610 -1.1323 0.4748
H -2.7472 -0.1857 1.1352
H -0.7742 -1.3805 -0.4916
H -1.1379 1.1755 0.9650
H -1.0828 1.6115 -0.7596
H 1.3720 1.3144 -1.7921
H 2.2406 -0.2340 -1.3325
H 2.3804 0.5758 0.8632
H 0.8930 -1.9645 0.1493
H -0.0386 -1.2002 1.5246
*
```